{"formula": "C43H60FN8O4PRbSe2Si", "method": "the ωB97M-V functional and the def2-TZVPD basis", "total_charge": -1, "de_lowest_kcal_mol": 8.6, "orbital_gap_ev": 5.71, "mol_weight_g_mol": 1074.451, "species": ["Rb", "C", "O", "C", "C", "C", "C", "C", "C", "O", "C", "O", "C", "H", "H", "H", "H", "H", "H", "H", "H", "H", "Se", "Se", "C", "C", "C", "C", "C", "N", "C", "C", "C", "C", "C", "N", "H", "H", "H", "H", "H", "H", "H", "H", "C", "Si", "C", "C", "N", "C", "C", "C", "C", "C", "C", "F", "H", "H", "H", "H", "H", "H", "H", "H", "H", "H", "H", "H", "H", "O", "N", "N", "P", "N", "C", "C", "C", "C", "C", "N", "C", "C", "C", "C", "C", "N", "C", "C", "C", "C", "C", "H", "H", "H", "H", "H", "H", "H", "H", "H", "H", "H", "H", "H", "H", "H", "H", "H", "H", "H", "H", "H", "H", "H", "H", "H", "H", "H", "H", "H", "H"], "positions_angstrom": [[0.1657, 0.2769, -0.0958], [3.9631, 5.4395, 5.6675], [3.9615, 4.5096, 4.6109], [2.7465, 4.1618, 4.0723], [1.5265, 4.6309, 4.5992], [0.3694, 4.1987, 3.9875], [0.3363, 3.3411, 2.8791], [-0.9498, 2.9309, 2.3143], [-2.2472, 3.2202, 3.0566], [-1.0593, 2.3012, 1.2649], [1.5956, 2.8488, 2.3433], [1.6809, 2.0509, 1.3732], [2.7818, 3.3129, 2.9997], [5.0083, 5.6306, 5.9024], [3.4635, 5.0381, 6.5549], [3.4808, 6.3781, 5.3790], [1.4772, 5.2992, 5.4451], [-0.5635, 4.5608, 4.3972], [-2.2710, 4.1541, 3.6106], [-2.4160, 2.4086, 3.7700], [-3.0540, 3.2100, 2.3266], [3.7344, 2.9519, 2.6326], [0.7130, -2.5680, 4.2611], [-0.7067, -3.7568, 2.8578], [-2.0886, -2.4358, 2.5969], [-3.3921, -2.8198, 2.8914], [-4.4117, -1.9108, 2.6603], [-4.0880, -0.6596, 2.1644], [-2.7532, -0.3810, 1.9084], [-1.7641, -1.2502, 2.1154], [2.1795, -2.2038, 3.0607], [3.4223, -2.6959, 3.4486], [4.5196, -2.4000, 2.6574], [4.3251, -1.6536, 1.5092], [3.0396, -1.2254, 1.2061], [1.9831, -1.4775, 1.9754], [-3.5954, -3.8010, 3.2981], [-5.4404, -2.1763, 2.8713], [-4.8429, 0.0865, 1.9614], [-2.4572, 0.5822, 1.5070], [3.5164, -3.2994, 4.3407], [5.5043, -2.7613, 2.9277], [5.1435, -1.4040, 0.8476], [2.8568, -0.6593, 0.3013], [-3.6524, -2.2769, -3.7271], [-3.3301, -1.4343, -2.0680], [-5.0242, -1.0249, -1.3381], [-2.5483, -2.7309, -0.9563], [-2.3054, -0.0972, -2.2106], [-2.5845, 1.0642, -2.8036], [-3.7517, 1.4154, -3.5422], [-3.9378, 2.6660, -4.1126], [-2.9854, 3.6706, -3.9967], [-1.8127, 3.3809, -3.2928], [-1.6459, 2.1327, -2.7613], [-0.4629, 1.8329, -2.1425], [-4.4006, -3.0694, -3.6236], [-2.7322, -2.7271, -4.1073], [-4.0123, -1.5685, -4.4768], [-5.5372, -1.9479, -1.0472], [-5.6674, -0.4859, -2.0362], [-4.9120, -0.4057, -0.4484], [-2.7280, -3.7415, -1.3331], [-2.9533, -2.6838, 0.0552], [-1.4663, -2.5905, -0.8967], [-4.5257, 0.6662, -3.6560], [-4.8574, 2.8584, -4.6549], [-3.1440, 4.6526, -4.4212], [-1.0404, 4.1297, -3.1495], [1.1907, -2.1450, -1.2222], [1.2487, -1.4445, -2.2309], [2.0145, -0.3768, -2.0595], [2.3864, 0.7260, -3.1918], [2.6786, 2.1232, -2.3999], [2.0312, 3.4199, -2.6507], [1.9355, 4.1827, -1.3382], [3.3337, 4.5494, -0.8402], [4.3239, 3.3886, -1.0628], [3.5937, 2.0679, -1.2366], [3.8688, 0.2431, -3.7671], [4.1635, -1.1870, -3.9355], [4.6362, -1.4744, -5.3530], [5.9443, -0.7231, -5.6560], [6.0709, 0.5242, -4.7747], [4.7048, 1.1528, -4.5543], [1.2777, 1.0049, -4.3542], [0.1701, 0.0514, -4.6354], [-0.7330, 0.6273, -5.7121], [0.0221, 0.8816, -7.0207], [1.4273, 1.4545, -6.7514], [1.4922, 2.0548, -5.3566], [1.0429, 3.2357, -3.0557], [2.5985, 4.0062, -3.3897], [1.4174, 3.5550, -0.6086], [1.3277, 5.0799, -1.4770], [3.2923, 4.8222, 0.2154], [3.6837, 5.4317, -1.3858], [4.9969, 3.2930, -0.2081], [4.9541, 3.5820, -1.9375], [3.0214, 1.8570, -0.3309], [4.2945, 1.2452, -1.3938], [3.2773, -1.7681, -3.6935], [4.9367, -1.4939, -3.2202], [3.8506, -1.1700, -6.0500], [4.7651, -2.5507, -5.4804], [5.9684, -0.4288, -6.7082], [6.8044, -1.3775, -5.5002], [6.7449, 1.2532, -5.2284], [6.4942, 0.2675, -3.8005], [4.2601, 1.3708, -5.5363], [4.7885, 2.1009, -4.0173], [-0.3933, -0.1382, -3.7227], [0.5835, -0.9067, -4.9699], [-1.1897, 1.5488, -5.3455], [-1.5594, -0.0683, -5.8653], [-0.5524, 1.5760, -7.6377], [0.1065, -0.0456, -7.5935], [1.6968, 2.2065, -7.4973], [2.1835, 0.6646, -6.8098], [0.7315, 2.8352, -5.2383], [2.4541, 2.5368, -5.1764]], "forces_ev_per_a": [[-0.50, -0.17, 0.82], [-0.01, -0.04, 0.02], [0.03, 0.02, -0.08], [0.05, 0.02, 0.12], [-0.04, -0.06, -0.12], [0.00, 0.03, 0.03], [-0.17, 0.04, 0.11], [0.26, -0.03, -0.14], [-0.03, 0.00, 0.05], [-0.13, 0.22, 0.18], [-0.04, -0.09, -0.12], [0.14, 0.01, -0.05], [-0.04, 0.05, 0.04], [0.00, 0.00, 0.01], [0.00, 0.04, 0.00], [0.01, 0.00, 0.02], [0.01, -0.01, -0.01], [0.00, 0.00, 0.02], [0.00, 0.04, -0.04], [0.00, 0.00, 0.01], [-0.01, -0.01, 0.00], [0.01, 0.00, -0.01], [-0.16, -0.08, -0.13], [0.13, 0.13, 0.10], [-0.06, -0.10, 0.05], [-0.02, -0.02, 0.01], [-0.03, 0.05, -0.01], [0.05, -0.13, 0.04], [0.06, 0.18, -0.07], [-0.03, 0.03, -0.02], [0.18, 0.02, 0.09], [0.01, 0.01, 0.03], [0.02, 0.00, -0.03], [-0.04, 0.02, 0.01], [0.03, 0.09, -0.03], [-0.06, -0.09, -0.01], [0.02, 0.00, 0.00], [0.00, 0.00, 0.00], [-0.02, 0.01, 0.01], [-0.03, 0.04, 0.01], [-0.02, 0.00, -0.01], [0.00, 0.00, 0.00], [0.01, 0.00, 0.00], [0.01, -0.01, -0.01], [-0.11, -0.09, -0.05], [0.12, 0.13, -0.18], [-0.12, -0.11, -0.03], [0.08, -0.01, 0.02], [0.13, -0.01, 0.22], [-0.13, 0.09, -0.08], [-0.01, 0.04, 0.01], [0.02, -0.03, 0.01], [-0.01, 0.02, 0.01], [0.02, 0.06, -0.05], [-0.02, -0.31, 0.02], [0.01, 0.48, 0.03], [0.02, -0.03, -0.04], [0.03, -0.01, 0.00], [-0.01, 0.02, -0.02], [-0.04, 0.02, 0.02], [-0.01, -0.01, -0.02], [0.01, 0.03, 0.04], [-0.04, -0.01, -0.02], [-0.01, 0.01, 0.06], [0.01, -0.02, -0.01], [-0.01, -0.01, -0.01], [0.00, 0.02, -0.01], [-0.01, 0.01, -0.01], [0.00, -0.04, -0.02], [-0.15, 0.02, -0.30], [0.54, -0.22, -0.25], [0.07, -0.01, -0.40], [-0.18, -0.36, 0.70], [0.29, 0.30, -0.34], [-0.11, -0.16, 0.15], [-0.09, -0.01, -0.04], [0.02, 0.07, -0.02], [0.04, 0.04, 0.02], [-0.05, -0.09, -0.03], [0.13, -0.09, -0.19], [0.00, 0.01, 0.02], [-0.02, -0.05, -0.02], [0.01, -0.02, -0.04], [0.06, 0.05, 0.04], [-0.03, 0.05, 0.08], [-0.10, 0.15, -0.15], [0.09, 0.02, 0.07], [-0.05, -0.01, 0.02], [-0.01, -0.02, -0.03], [0.03, 0.00, -0.05], [0.00, -0.02, 0.04], [-0.04, 0.02, -0.04], [0.05, -0.01, 0.06], [0.02, 0.02, 0.03], [0.02, 0.00, -0.03], [-0.03, -0.06, 0.01], [0.03, 0.00, 0.05], [0.01, 0.01, -0.01], [-0.04, -0.01, -0.03], [0.02, -0.02, 0.05], [0.03, 0.04, -0.02], [-0.02, 0.00, -0.04], [-0.01, 0.01, 0.01], [-0.01, 0.02, 0.01], [0.01, 0.00, -0.02], [-0.02, -0.01, 0.00], [0.01, 0.00, 0.04], [-0.01, 0.00, -0.01], [0.00, -0.01, 0.00], [0.01, -0.01, -0.01], [-0.01, 0.00, 0.00], [-0.03, -0.01, 0.01], [0.00, -0.02, -0.03], [0.02, 0.01, 0.01], [0.01, -0.01, -0.02], [0.00, 0.00, 0.00], [0.01, 0.00, 0.01], [-0.01, 0.00, 0.01], [-0.02, -0.01, -0.01], [0.00, -0.01, -0.06], [-0.02, -0.04, -0.02]]}